No. 1
{
  "formula": "C18H22FN3O3S",
  "method": "wB97M-V/def2-TZVPD",
  "de_lowest_kcal_mol": 10.1,
  "lumo_ev": -0.01,
  "multiplicity": 1,
  "homo_ev": -8.753,
  "smiles": "CCCNC(=O)c1onc(CSc2ccc(F)cc2)c1C(=O)NCCC",
  "symbols": ["C", "C", "C", "N", "C", "O", "C", "O", "N", "C", "C", "S", "C", "C", "C", "C", "F", "C", "C", "C", "C", "O", "N", "C", "C", "C", "H", "H", "H", "H", "H", "H", "H", "H", "H", "H", "H", "H", "H", "H", "H", "H", "H", "H", "H", "H", "H", "H"],
  "positions_angstrom": [[-1.1890, 3.2871, 4.1379], [-1.1781, 1.9763, 3.3631], [0.1983, 1.3128, 3.4256], [0.2189, 0.0738, 2.6826], [0.9350, -0.0957, 1.5633], [1.7056, 0.7407, 1.1158], [0.6915, -1.4036, 0.9052], [0.0898, -2.3508, 1.6555], [-0.1630, -3.4354, 0.8982], [0.2526, -3.1854, -0.3144], [-0.0177, -4.1049, -1.4361], [-1.8312, -4.0646, -1.8118], [-2.1187, -2.3483, -1.4055], [-2.6803, -2.0394, -0.1749], [-2.7762, -0.7191, 0.2251], [-2.3150, 0.2666, -0.6297], [-2.3664, 1.5541, -0.2202], [-1.7951, -0.0230, -1.8779], [-1.6994, -1.3472, -2.2680], [0.8469, -1.8796, -0.3800], [1.4649, -1.2960, -1.6050], [1.2835, -1.8005, -2.7031], [2.2468, -0.2323, -1.3952], [2.8958, 0.4711, -2.4775], [2.6756, 1.9778, -2.3647], [1.2017, 2.3491, -2.4655], [-2.1714, 3.7482, 4.0850], [-0.9441, 3.1166, 5.1840], [-0.4616, 3.9800, 3.7227], [-1.4377, 2.1641, 2.3198], [-1.9249, 1.2970, 3.7819], [0.9537, 1.9634, 2.9802], [0.4714, 1.1105, 4.4663], [-0.4001, -0.6647, 2.9825], [0.5263, -3.7959, -2.3267], [0.1872, -5.1399, -1.1723], [-3.0112, -2.8363, 0.4728], [-3.1914, -0.4501, 1.1840], [-1.4639, 0.7754, -2.5219], [-1.2692, -1.6050, -3.2225], [2.2904, 0.1991, -0.4732], [3.9705, 0.2530, -2.4542], [2.4839, 0.0832, -3.4132], [3.0719, 2.3235, -1.4079], [3.2369, 2.4677, -3.1622], [1.0782, 3.4289, -2.4377], [0.6478, 1.9215, -1.6331], [0.7804, 1.9765, -3.3970]]
}

No. 2
{
  "formula": "C18H22FN5O3",
  "method": "wB97M-V/def2-TZVPD",
  "de_lowest_kcal_mol": 63.8,
  "lumo_ev": 0.67,
  "multiplicity": 1,
  "homo_ev": -8.800,
  "smiles": "Cc1nonc1CN(C)C(=O)C[C@H]1C(=O)NCCN1Cc1ccccc1F",
  "symbols": ["C", "C", "N", "O", "N", "C", "C", "N", "C", "C", "O", "C", "C", "C", "O", "N", "C", "C", "N", "C", "C", "C", "C", "C", "C", "C", "F", "H", "H", "H", "H", "H", "H", "H", "H", "H", "H", "H", "H", "H", "H", "H", "H", "H", "H", "H", "H", "H", "H"],
  "positions_angstrom": [[4.0154, 0.6298, 1.7806], [3.1609, 1.4661, 0.9149], [2.4511, 2.4800, 1.3218], [1.8058, 2.9684, 0.2516], [2.0975, 2.2666, -0.8515], [2.9315, 1.3294, -0.4958], [3.4063, 0.2597, -1.4205], [2.2539, -0.5147, -1.8621], [1.6923, -0.1578, -3.1419], [1.6346, -1.2326, -0.8863], [2.1979, -1.4348, 0.1749], [0.2351, -1.7547, -1.1365], [-0.5967, -1.4225, 0.1185], [-0.1299, -2.3951, 1.2090], [-0.1321, -3.5913, 0.9915], [0.1875, -1.8894, 2.4104], [0.2983, -0.4796, 2.6847], [-0.7459, 0.2477, 1.8515], [-0.4627, -0.0151, 0.4563], [-1.1456, 0.8970, -0.4532], [-2.6472, 0.7428, -0.4787], [-3.2721, -0.1467, -1.3465], [-4.6419, -0.3431, -1.3143], [-5.4242, 0.3560, -0.4115], [-4.8343, 1.2618, 0.4521], [-3.4642, 1.4376, 0.4061], [-2.9121, 2.3394, 1.2501], [3.9038, 0.9345, 2.8169], [5.0594, 0.7299, 1.4863], [3.7203, -0.4123, 1.6599], [3.9036, 0.6912, -2.2896], [4.0941, -0.4006, -0.8868], [2.5092, 0.0380, -3.8368], [1.0766, 0.7450, -3.0745], [1.1062, -0.9796, -3.5461], [-0.2252, -1.3348, -2.0250], [0.2711, -2.8432, -1.2247], [-1.6507, -1.7010, -0.0750], [0.5877, -2.5439, 3.0670], [0.1273, -0.3075, 3.7500], [1.2940, -0.1109, 2.4155], [-0.6715, 1.3220, 2.0267], [-1.7526, -0.0924, 2.1508], [-0.7471, 0.7398, -1.4570], [-0.8819, 1.9106, -0.1403], [-2.6752, -0.6838, -2.0693], [-5.0988, -1.0428, -1.9975], [-6.4922, 0.2043, -0.3831], [-5.4171, 1.8329, 1.1575]]
}

No. 3
{
  "formula": "C18H22N2O3S",
  "method": "wB97M-V/def2-TZVPD",
  "de_lowest_kcal_mol": 443.3,
  "lumo_ev": -0.10,
  "multiplicity": 1,
  "homo_ev": -7.564,
  "symbols": ["C", "H", "C", "N", "C", "N", "C", "C", "C", "C", "C", "C", "C", "O", "H", "H", "H", "H", "S", "C", "C", "O", "O", "C", "C", "C", "C", "C", "C", "H", "H", "H", "H", "H", "H", "H", "H", "H", "H", "H", "H", "H", "H", "H", "H", "H"],
  "positions_angstrom": [[-2.6714, -2.4795, -2.0388], [-2.5368, -1.6335, -2.7974], [-3.3456, -2.0337, -0.8918], [-2.8190, -1.0633, -0.1725], [-1.8406, -1.4284, 0.5828], [-1.2852, -0.4316, 1.4366], [-1.6536, 0.8377, 1.3516], [-0.8962, 1.9827, 1.7605], [-1.2526, 3.3074, 1.5801], [-2.1704, 3.5914, 0.7708], [-2.9559, 2.8648, 0.1085], [-2.6877, 1.4148, 0.1824], [-3.2730, 0.0940, -0.5564], [-4.1618, 0.5500, -1.2124], [-3.6938, 2.8960, -0.7351], [-2.5211, 4.6470, 0.7567], [-0.6324, 3.8926, 2.2636], [-0.1353, 1.6092, 2.6498], [-1.2525, -2.7971, 0.9656], [-0.0221, -2.4888, 2.2733], [0.8976, -1.4806, 1.4985], [1.4330, -0.6186, 2.4471], [1.0652, -1.5082, 0.3311], [1.8947, -0.7258, -0.3043], [3.4128, -0.7771, -0.2957], [4.3997, -0.0971, -0.9751], [3.9270, 1.1670, -0.9160], [2.4932, 1.6824, -1.3539], [1.4694, 0.6571, -0.3053], [0.5406, 0.7582, -0.6552], [1.6441, 1.1537, 0.5622], [2.2965, 1.1741, -2.4850], [2.1983, 2.6112, -1.2382], [4.0306, 1.5997, 0.0798], [4.5245, 1.8683, -1.5743], [5.3966, -0.0339, -0.6142], [4.2593, -0.4784, -2.1636], [3.6848, -1.9847, 0.1619], [3.5092, -0.5686, 0.9947], [1.7135, -1.0211, -1.4069], [-0.3041, -2.2736, 3.2736], [0.4125, -3.4003, 2.5221], [-4.6058, -1.8269, -1.1036], [-3.6223, -3.1261, -0.1679], [-1.8111, -2.7126, -1.9434], [-3.0527, -3.3697, -2.6464]]
}

No. 4
{
  "formula": "C18H22N2O3S",
  "method": "wB97M-V/def2-TZVPD",
  "de_lowest_kcal_mol": 291.7,
  "lumo_ev": -0.25,
  "multiplicity": 1,
  "homo_ev": -8.605,
  "symbols": ["C", "H", "C", "C", "H", "H", "H", "H", "O", "C", "O", "C", "C", "O", "C", "H", "H", "S", "C", "N", "C", "C", "C", "C", "C", "N", "H", "C", "H", "H", "C", "C", "C", "H", "H", "C", "H", "H", "H", "H", "H", "H", "H", "H", "H", "H"],
  "positions_angstrom": [[4.1259, 1.2314, -0.8282], [5.1193, 0.6087, -0.8031], [3.1420, 0.8318, 0.0034], [3.4653, 0.7697, 1.4629], [2.6431, 0.2525, 1.9821], [4.2384, 0.1002, 1.6911], [3.5474, 1.7004, 1.9317], [2.0458, 1.3416, -0.2548], [2.6368, -0.6128, -0.3585], [1.7754, -0.9628, -1.1496], [0.9810, 0.0897, -1.6760], [1.5536, -2.3239, -1.4696], [2.0870, -3.3571, -0.2312], [3.1180, -3.6941, 0.0125], [1.0671, -3.1036, 0.8927], [0.8258, -2.0790, 1.4294], [1.4591, -3.8380, 1.9216], [-0.5966, -3.7757, 0.6093], [-1.3605, -2.1120, 0.3155], [-0.9327, -1.0496, 0.8990], [-1.6144, 0.0445, 0.6169], [-2.9919, 0.2169, 0.3640], [-3.4702, -0.9426, -0.1634], [-2.8314, -2.2110, 0.0325], [-3.3543, -3.2984, -0.8159], [-3.7580, -4.4177, -0.9464], [-4.4594, -1.2399, -0.6182], [-3.5757, 1.5827, 0.0877], [-4.7140, 1.1812, -0.0957], [-3.6318, 1.8463, 1.1796], [-2.9455, 2.5115, -0.9111], [-1.8036, 3.1284, -0.3887], [-0.5409, 2.3104, 0.0861], [-0.2770, 1.6047, -0.8519], [0.2156, 2.8548, 0.3831], [-0.7939, 1.4631, 1.2279], [0.1406, 0.9331, 1.4405], [-1.4126, 1.7633, 2.2512], [-1.4688, 3.9588, -0.9609], [-2.2129, 3.8010, 0.7390], [-2.5525, 1.7813, -1.5914], [-3.8454, 3.2044, -0.9318], [0.5475, -2.7171, -1.6506], [2.3026, -2.8089, -2.1478], [4.2169, 2.3258, -0.7585], [3.8899, 1.1060, -1.9559]]
}

In Eh, the E_tot values for the records above are, in order, -1587.16206; -1298.44651; -1431.87777; -1432.11929.